Entry from the OMol25 dataset: a structure of composition C48H34Cl5GeNO10Tb (the ωB97M-V functional and the def2-TZVPD basis).

```
100
C48H34Cl5GeNO10Tb the ωB97M-V functional and the def2-TZVPD basis
Tb 0.422 1.053 0.086
Cl -1.897 8.132 0.408
C -1.678 6.469 0.146
C -0.395 5.893 0.299
Cl 0.926 6.847 0.764
C -0.228 4.533 0.047
Cl 1.300 3.773 0.306
C -1.280 3.706 -0.422
O -1.098 2.474 -0.793
C -2.602 4.282 -0.452
Cl -3.892 3.252 -0.808
C -2.783 5.635 -0.191
Cl -4.333 6.309 -0.264
O -2.005 0.176 0.302
C -1.759 -1.025 1.071
C -0.360 -1.544 0.637
O 0.274 -2.384 1.274
O 0.062 -1.000 -0.518
C -1.992 -0.793 2.541
C -3.195 -0.202 2.929
C -3.500 -0.008 4.278
C -2.581 -0.386 5.257
C -1.381 -0.987 4.869
C -1.081 -1.190 3.531
C -2.640 -2.170 0.606
C -2.719 -3.328 1.407
C -3.442 -4.415 0.955
C -4.049 -4.399 -0.315
C -3.940 -3.263 -1.111
C -3.235 -2.150 -0.652
H -2.623 0.839 0.666
H -3.940 0.088 2.174
H -4.461 0.440 4.545
H -2.766 -0.210 6.327
H -0.639 -1.255 5.629
H -0.144 -1.661 3.271
H -2.184 -3.376 2.360
H -3.528 -5.314 1.584
H -4.584 -5.285 -0.677
H -4.376 -3.261 -2.117
H -3.184 -1.247 -1.253
O 4.134 2.582 -0.497
C 3.202 2.013 -1.066
O 2.509 1.040 -0.452
C 2.723 2.360 -2.483
C 1.383 1.679 -2.841
Ge 1.530 -0.357 -2.805
C 2.648 -1.533 -1.687
C 2.187 -2.747 -1.144
C 3.021 -3.566 -0.389
C 4.343 -3.188 -0.134
C 4.827 -2.002 -0.697
C 4.008 -1.195 -1.485
C 2.442 -0.629 -4.539
C 2.702 0.395 -5.479
C 3.296 0.104 -6.719
C 3.650 -1.214 -7.065
C 3.387 -2.233 -6.134
C 2.808 -1.949 -4.902
C -0.287 -0.979 -3.212
C -1.396 -0.096 -3.122
C -2.648 -0.498 -3.587
C -2.855 -1.785 -4.108
C -1.778 -2.668 -4.152
C -0.507 -2.279 -3.701
H 3.551 2.059 -3.156
H 2.631 3.459 -2.573
H 1.070 1.879 -3.886
H 0.534 2.055 -2.230
H 1.149 -3.050 -1.259
H 2.605 -4.484 0.037
H 4.979 -3.804 0.506
H 5.852 -1.686 -0.515
H 4.449 -0.285 -1.910
H 2.439 1.435 -5.263
H 3.518 0.937 -7.392
H 4.126 -1.437 -8.027
H 3.636 -3.268 -6.365
H 2.660 -2.790 -4.207
H -1.325 0.853 -2.587
H -3.482 0.211 -3.514
H -3.837 -2.073 -4.500
H -1.900 -3.697 -4.485
H 0.304 -3.019 -3.755
O -0.465 1.971 2.081
C 0.444 1.318 2.723
O 1.254 0.488 2.136
C 0.553 1.448 4.186
C 1.661 0.877 4.840
C 1.715 0.866 6.214
C 0.625 1.435 6.915
C -0.480 2.044 6.287
C -0.474 2.057 4.906
N 0.650 1.370 8.366
O 1.669 0.817 8.897
O -0.342 1.873 8.977
H 2.460 0.423 4.242
H 2.550 0.429 6.776
H -1.279 2.482 6.893
H -1.316 2.502 4.349
```

DFT total energy: -213861.3602 eV
⟨S²⟩: 12.67
spin multiplicity: 7
highest occupied orbital energy (spin up / spin down): -0.2249 / -0.2249 Ha
total charge: -1


Entry from the OMol25 dataset: a structure of composition C48H35F4N8O9P2Se2Ta (the ωB97M-V functional and the def2-TZVPD basis).

```
109
C48H35F4N8O9P2Se2Ta the ωB97M-V functional and the def2-TZVPD basis
Ta -0.023 0.085 0.020
O -0.295 0.203 -6.288
C -0.153 0.142 -4.965
C 0.564 1.100 -4.237
C 0.672 0.947 -2.870
N 0.102 -0.065 -2.236
C -0.613 -0.963 -2.898
C -0.753 -0.917 -4.270
C -1.250 -1.998 -1.974
O -1.838 -2.959 -2.410
O -1.074 -1.708 -0.732
C 1.367 1.920 -1.927
O 1.699 3.025 -2.312
O 1.512 1.453 -0.748
H 0.113 1.003 -6.649
H 1.019 1.952 -4.716
H -1.324 -1.667 -4.789
Se -7.379 0.801 1.418
P -5.905 -0.446 2.197
C -5.567 -0.103 3.961
C -5.592 -1.052 4.973
C -5.430 -0.656 6.289
C -5.239 0.680 6.597
C -5.204 1.630 5.589
C -5.376 1.239 4.276
C -6.381 -2.190 2.037
C -5.830 -2.992 1.047
C -6.345 -4.257 0.823
C -7.410 -4.718 1.578
C -7.977 -3.908 2.551
C -7.478 -2.639 2.768
C -4.291 -0.246 1.416
C -2.963 -0.592 1.714
N -2.203 0.039 0.784
N -3.010 0.703 -0.012
N -4.240 0.561 0.348
P -2.150 -1.755 2.784
Se -0.036 -1.659 2.265
C -2.273 -1.217 4.511
C -2.200 -2.135 5.551
C -2.151 -1.682 6.857
C -2.130 -0.323 7.123
C -2.161 0.591 6.082
C -2.237 0.149 4.775
C -2.840 -3.413 2.466
C -2.430 -4.020 1.282
C -2.913 -5.271 0.948
C -3.791 -5.923 1.798
C -4.208 -5.314 2.969
C -3.744 -4.054 3.305
H -5.763 -2.093 4.738
H -5.461 -1.391 7.079
H -5.121 0.981 7.627
H -5.056 2.673 5.829
H -5.398 1.971 3.478
H -5.012 -2.623 0.444
H -5.915 -4.876 0.050
H -7.812 -5.703 1.398
H -8.821 -4.262 3.125
H -7.948 -1.978 3.485
H -2.158 -3.192 5.336
H -2.104 -2.394 7.669
H -2.076 0.027 8.143
H -2.109 1.649 6.285
H -2.257 0.856 3.956
H -1.733 -3.514 0.629
H -2.590 -5.735 0.029
H -4.150 -6.910 1.552
H -4.891 -5.824 3.631
H -4.075 -3.580 4.216
N 2.691 1.892 1.751
N 1.869 0.738 2.014
H 2.062 2.691 1.678
H 3.109 1.753 0.831
H 1.427 0.899 2.923
H 2.504 -0.059 2.129
F -1.648 5.078 -4.548
C -1.920 5.313 -3.250
C -1.253 4.630 -2.299
N -1.478 4.838 -0.972
C -0.693 4.154 0.029
C -0.733 2.626 -0.010
O -0.358 2.028 1.034
O -1.026 2.005 -1.034
C -2.382 5.800 -0.533
O -2.549 6.049 0.637
N -3.043 6.461 -1.537
C -2.916 6.328 -2.923
O -3.561 7.012 -3.675
H -0.498 3.901 -2.550
H -1.057 4.485 1.005
H 0.368 4.431 -0.076
H -3.694 7.174 -1.222
F 6.460 -7.042 0.214
C 6.803 -5.842 -0.273
F 7.272 -6.057 -1.518
F 7.861 -5.425 0.450
C 5.679 -4.846 -0.256
C 5.923 -3.572 -0.758
C 4.915 -2.629 -0.762
C 3.651 -2.955 -0.262
C 3.419 -4.235 0.249
C 4.428 -5.178 0.249
C 2.594 -2.008 -0.243
C 1.663 -1.233 -0.188
H 6.903 -3.333 -1.141
H 5.101 -1.637 -1.147
H 2.443 -4.473 0.648
H 4.253 -6.168 0.639
```

DFT total energy: -242389.4161 eV
highest occupied orbital energy: -0.2878 Ha


Entry from the OMol25 dataset: a structure of composition C48H36Cl5I2N8O3PPbS2 (the ωB97M-V functional and the def2-TZVPD basis).

```
106
C48H36Cl5I2N8O3PPbS2 the ωB97M-V functional and the def2-TZVPD basis
Pb 0.541 -0.405 -0.637
I -5.002 4.748 -0.124
C -3.138 3.808 0.186
C -2.845 3.268 1.432
C -1.678 2.563 1.576
I -1.095 1.687 3.384
C -0.757 2.358 0.504
O 0.280 1.678 0.675
C -1.084 2.984 -0.747
C -0.104 2.818 -1.869
N -0.128 1.460 -2.398
C 0.651 1.291 -3.609
C 2.092 0.912 -3.366
C 3.078 1.301 -4.268
C 4.379 0.867 -4.080
C 4.660 0.066 -2.984
C 3.622 -0.254 -2.126
N 2.378 0.146 -2.325
C -2.253 3.691 -0.881
H -3.528 3.384 2.259
H 0.899 2.997 -1.468
H -0.321 3.553 -2.662
H -1.087 1.165 -2.554
H 0.638 2.206 -4.224
H 0.209 0.480 -4.200
H 2.816 1.922 -5.109
H 5.158 1.148 -4.774
H 5.655 -0.305 -2.796
H 3.787 -0.862 -1.248
H -2.498 4.151 -1.827
Cl -2.156 -0.918 -3.619
C -1.120 -2.249 -3.277
C -0.115 -2.155 -2.333
C 0.723 -3.244 -2.167
Cl 1.988 -3.134 -1.003
C 0.570 -4.410 -2.917
Cl 1.659 -5.714 -2.725
C -0.474 -4.505 -3.835
Cl -0.683 -5.931 -4.765
C -1.328 -3.421 -4.013
Cl -2.617 -3.526 -5.146
S -3.514 -2.910 -0.728
P -3.991 -0.988 -0.706
S -2.401 0.227 -0.479
C -5.117 -0.612 0.692
C -6.028 -1.552 1.148
C -6.838 -1.253 2.229
C -6.740 -0.019 2.853
C -5.833 0.922 2.394
C -5.025 0.624 1.313
C -4.981 -0.441 -2.152
C -4.821 0.856 -2.617
C -5.587 1.314 -3.672
C -6.523 0.477 -4.259
C -6.688 -0.817 -3.792
C -5.919 -1.280 -2.738
H -6.087 -2.516 0.662
H -7.542 -1.986 2.595
H -7.364 0.208 3.705
H -5.750 1.882 2.884
H -4.298 1.335 0.948
H -4.085 1.494 -2.146
H -5.452 2.322 -4.038
H -7.122 0.835 -5.085
H -7.416 -1.467 -4.258
H -6.039 -2.291 -2.373
O 2.278 -2.454 1.962
C 2.770 -1.360 1.821
N 3.779 -0.855 2.588
C 4.184 0.464 2.175
C 3.166 0.696 0.997
O 3.144 1.707 0.332
N 2.453 -0.412 0.867
C 3.991 1.510 3.237
C 3.374 1.185 4.440
C 3.224 2.139 5.428
C 3.666 3.434 5.218
C 4.254 3.770 4.008
C 4.419 2.816 3.021
C 5.609 0.431 1.654
C 5.953 0.841 0.375
C 7.252 0.695 -0.081
C 8.222 0.143 0.734
C 7.893 -0.240 2.023
C 6.597 -0.094 2.481
H 4.210 -1.370 3.336
H 3.004 0.185 4.602
H 2.754 1.868 6.362
H 3.546 4.179 5.991
H 4.584 4.784 3.836
H 4.862 3.079 2.073
H 5.208 1.279 -0.269
H 7.500 1.005 -1.085
H 9.230 0.010 0.372
H 8.647 -0.662 2.669
H 6.354 -0.390 3.491
N -2.000 -4.702 2.122
C -1.745 -3.902 3.173
N -2.030 -4.348 4.413
N -1.244 -2.708 3.062
C -0.859 -2.142 1.988
N -0.478 -1.545 1.074
H -2.456 -5.589 2.232
H -1.975 -4.311 1.193
H -2.260 -5.312 4.574
H -1.687 -3.800 5.182
```

DFT total energy: -183446.0626 eV
highest occupied orbital energy (spin up / spin down): -0.2576 / -0.2604 Ha


Entry from the OMol25 dataset: a structure of composition C48H36OP2S5Ti (the ωB97M-V functional and the def2-TZVPD basis).

```
93
C48H36OP2S5Ti the ωB97M-V functional and the def2-TZVPD basis
Ti 0.886 1.189 -0.759
O -1.066 0.752 -0.641
S -1.008 -0.605 0.097
C -2.342 -0.553 1.222
C -3.157 -1.607 1.362
C -4.308 -1.580 2.209
C -4.565 -0.389 2.832
C -5.664 0.037 3.754
C -5.340 1.445 4.277
C -4.002 1.737 3.617
C -3.144 2.807 3.740
C -1.957 2.777 3.044
C -1.514 1.784 2.200
P 0.110 2.339 1.433
C -0.337 3.942 0.704
C -1.586 4.035 0.107
C -1.876 5.109 -0.720
C -0.907 6.126 -0.911
C 0.297 6.027 -0.248
C 0.579 4.945 0.582
C 1.270 2.581 2.762
C 1.221 3.742 3.550
C 2.090 3.918 4.622
C 2.987 2.935 4.982
C 3.088 1.791 4.179
C 2.162 1.605 3.145
C -2.424 0.646 2.033
C -3.607 0.659 2.762
C -1.441 -1.814 -1.114
C -2.703 -1.821 -1.631
C -3.220 -2.878 -2.365
C -2.415 -3.966 -2.480
C -2.635 -5.294 -3.125
C -1.242 -6.001 -3.098
C -0.345 -5.077 -2.291
C 1.012 -5.110 -1.988
C 1.627 -4.013 -1.454
C 0.928 -2.822 -1.278
P 1.788 -1.235 -1.400
C 3.317 -1.290 -0.516
C 3.265 -1.501 0.845
C 4.355 -1.251 1.649
C 5.599 -0.967 1.035
C 5.694 -0.853 -0.309
C 4.542 -0.986 -1.084
C 2.154 -1.388 -3.227
C 3.056 -2.318 -3.777
C 3.153 -2.456 -5.185
C 2.346 -1.725 -6.014
C 1.412 -0.836 -5.461
C 1.246 -0.721 -4.093
C -0.490 -2.848 -1.396
C -1.090 -3.972 -1.948
H -2.983 -2.489 0.778
H -4.911 -2.460 2.322
H -5.737 -0.637 4.608
H -6.610 0.020 3.204
H -5.216 1.494 5.344
H -6.012 2.260 4.034
H -3.382 3.691 4.365
H -1.367 3.712 3.084
H -2.343 3.308 0.357
H -2.892 5.182 -1.124
H -1.169 7.020 -1.453
H 0.980 6.832 -0.382
H 1.549 4.851 1.056
H 0.568 4.557 3.302
H 2.139 4.843 5.154
H 3.664 3.076 5.793
H 3.803 1.016 4.455
H 2.338 0.700 2.598
H -3.315 -0.996 -1.341
H -4.213 -2.800 -2.790
H -2.992 -5.206 -4.135
H -3.349 -5.929 -2.550
H -0.828 -6.079 -4.110
H -1.253 -7.019 -2.668
H 1.558 -5.989 -2.197
H 2.712 -4.080 -1.349
H 2.336 -1.843 1.294
H 4.218 -1.427 2.732
H 6.436 -0.858 1.703
H 6.647 -0.680 -0.842
H 4.613 -0.750 -2.134
H 3.741 -2.884 -3.146
H 3.919 -3.083 -5.643
H 2.379 -1.797 -7.095
H 0.801 -0.235 -6.089
H 0.478 -0.086 -3.629
S 2.700 2.432 -0.069
S 2.998 1.760 -1.962
S 2.024 3.046 -3.208
S 0.176 2.469 -2.496
```

DFT total energy: -148265.8179 eV
highest occupied orbital energy: -0.4808 Ha
total charge: +2